This record from the Open Molecules 2025 dataset describes a cluster of 2 separate species, C2H2OS in total at a distorted geometry. The level of theory is the ωB97M-V functional and the def2-TZVPD basis.

Calculated values
Orbital gap (alpha / beta) (eV): 8.0410 / 8.0381
E_LUMO (alpha / beta) (eV): -1.180 / -1.181

Each atom is followed by the atoms it is bonded to, with distances in Å.
Geometry (Å):
1 C -0.51 -0.50 0.93  C2 1.425, O3 1.197, H5 1.122
2 C 0.06 -1.41 0.00  C1 1.425, S4 1.555
3 O -0.40 -0.40 2.12  C1 1.197
4 S -0.08 -2.64 -0.94  C2 1.555
5 H -1.09 0.24 0.32  C1 1.122
6 H 1.17 0.00 -0.45  no bonds

Charge distribution, Löwdin scheme, values in e: -0.47 -0.70 0.05 0.79 0.13 0.21

---

This record from the Open Molecules 2025 dataset describes an isolated molecule of C2H2OS at a distorted geometry. The level of theory is the ωB97M-V functional and the def2-TZVPD basis.

Calculated values
Orbital gap (eV): 7.8483
E_LUMO (eV): -1.509

Each atom is followed by the atoms it is bonded to, with distances in Å.
Geometry (Å):
1 C 0.79 0.37 -0.10  C2 1.577, H3 1.176, O5 1.219
2 C -0.59 -0.37 0.01  C1 1.577, H4 1.021, S6 1.603
3 H 0.52 1.42 0.37  C1 1.176
4 H -0.48 -1.35 0.28  C2 1.021
5 O 1.87 -0.14 -0.32  C1 1.219
6 S -2.11 0.07 -0.24  C2 1.603

Charge distribution, Löwdin scheme, values in e: -0.28 -0.63 0.13 0.00 0.05 0.72

---

This record from the Open Molecules 2025 dataset describes an isolated molecule of C2H2OS2 at a distorted geometry. The level of theory is the ωB97M-V functional and the def2-TZVPD basis.

Calculated values
Orbital gap (alpha / beta) (eV): 6.5451 / 6.3492
Multiplicity: 3
E_LUMO (alpha / beta) (eV): 0.469 / -2.296

Each atom is followed by the atoms it is bonded to, with distances in Å.
Geometry (Å):
1 C 0.99 0.94 -0.08  C2 1.348, S4 1.733, H6 0.995
2 C 0.56 -0.34 -0.05  C1 1.348, O3 1.346, S5 1.988
3 O -0.56 -1.04 -0.30  C2 1.346, H7 0.963
4 S 2.72 0.90 -0.05  C1 1.733, S5 2.162
5 S 2.34 -1.23 0.02  C2 1.988, S4 2.162
6 H 0.46 1.76 -0.28  C1 0.995
7 H -0.60 -2.00 -0.27  O3 0.963

Charge distribution, Löwdin scheme, values in e: -0.53 -0.60 0.05 0.60 0.35 0.01 0.12

---

This record from the Open Molecules 2025 dataset describes a cluster of 2 separate species, C2H2S2 in total at a distorted geometry. The level of theory is the ωB97M-V functional and the def2-TZVPD basis.

Calculated values
Orbital gap (eV): 7.8811
E_LUMO (eV): -0.509

Each atom is followed by the atoms it is bonded to, with distances in Å.
Geometry (Å):
1 C -1.09 -0.40 0.23  S3 1.546, H5 1.103, H6 1.074
2 C 1.87 0.09 -0.59  S4 1.590
3 S -1.50 0.87 -0.55  C1 1.546
4 S 3.11 1.03 -0.26  C2 1.590
5 H -1.60 -0.18 1.19  C1 1.103
6 H -0.80 -1.41 -0.02  C1 1.074

Charge distribution, Löwdin scheme, values in e: -0.66 -0.54 0.62 0.59 -0.02 0.01

---

Energy above the lowest of the compared OMol25 structures with the same formula, charge and spin: 71.0; 16.5; 41.2; 68.7 (kcal/mol)